No. 1
C67H75BaN4O6S | ωB97M-V with the def2-TZVPD basis set

The geometry in XYZ format:
```
154
Properties=species:S:1:pos:R:3
H -6.10513 -1.56395 3.54458
H 8.39949 -4.06975 0.31260
C 4.48324 -0.93310 -5.18473
H 7.08629 -0.42370 2.63213
H -5.28938 -0.48550 -3.50495
H -2.38223 7.70559 2.40487
H -6.01003 -0.40882 -1.05734
C -1.58474 -1.57839 -1.94468
H 4.78981 2.24219 -0.73565
C -5.79094 0.72364 2.03507
H 0.69134 0.67992 3.85899
H 0.42476 -1.57492 -2.53428
N 3.35224 -2.29872 2.08427
O 0.09051 -1.48971 2.87505
H -6.85191 -3.71986 -2.58054
C 0.53509 -2.29181 3.97067
H -5.19058 1.48543 1.53964
H -0.55468 1.97762 -6.44473
H -3.08293 -1.16666 -3.37609
C 4.23485 -0.38461 -3.93847
H 7.26088 -6.01089 1.34509
C -1.20033 -1.00336 2.98880
C -0.07088 2.94444 -6.31560
H -6.59516 -1.62222 -3.83347
H -0.69054 -1.31301 -3.85863
H -5.18442 -4.18821 -2.94377
H -0.89075 6.97493 3.01517
H 3.67018 1.29678 0.13258
H 1.50062 3.92822 -2.95606
C 3.86724 -2.12933 -5.50640
C 1.21701 2.81443 -5.49222
C -0.11366 0.43139 -2.81818
C -1.25445 -2.13460 -0.68782
C -0.48399 -1.04248 -2.81720
H 1.78259 0.87231 -6.32406
H -3.10824 5.49363 0.36029
H -4.22893 6.25167 1.49260
H -4.39974 -2.99416 0.25152
C 1.03080 2.95633 -2.94125
C -1.82817 1.05163 -0.16794
H -1.22566 6.98067 1.28891
H 2.79995 4.15372 -4.83158
H -2.74214 -3.74240 1.88105
H -2.29802 5.56838 4.59372
H -4.04286 4.49219 1.46264
H -4.94605 1.58147 5.26548
C 6.57542 -3.26645 -0.49125
H -0.83573 5.03169 0.24327
C 7.64444 -2.10979 3.87133
H 1.09148 4.33540 -0.84566
C 2.18760 1.87597 -6.21867
C 0.23593 3.29405 0.78911
C 6.78611 -1.36700 3.06564
N 3.18743 -4.69883 -0.18885
C 0.61477 2.46906 -1.70003
C 5.97375 -3.84016 4.17188
N 3.23827 -0.34373 -1.80289
H 0.21864 0.36142 -4.90829
O 3.08598 -4.35123 3.09714
H -1.72289 3.41674 4.08915
C -6.30660 -1.45138 -1.16320
H -6.27159 -1.90937 -0.17796
C 0.49485 2.30598 1.77543
H -0.26506 -2.39524 4.70792
H -2.04679 0.58439 0.78956
C -0.29618 2.34943 2.94500
C -2.39755 5.53280 2.41965
C -1.40899 4.39165 2.21414
C 2.78789 -2.21247 -3.34514
H -3.60543 4.57136 3.95572
C -2.71871 0.66699 3.75806
C -3.61460 -2.59175 -0.37794
H -6.37885 2.02495 4.33642
H -7.13041 -0.29282 4.20565
C 5.53173 -1.88789 2.83504
C -3.80476 -0.06131 3.30267
C 0.86097 2.24873 -4.11863
H 3.12303 1.79894 -5.66916
C -5.24030 0.43548 3.43573
C -6.09981 -0.63726 4.11414
C -2.05181 -2.95531 1.56511
H -4.36200 -1.81322 2.20090
H -3.73610 6.32611 3.91068
H 4.04463 -2.57793 -6.47287
H -1.03370 -3.32707 1.65848
C -2.89476 -1.58228 -2.39553
H -4.93858 -2.03580 -4.26886
H 0.14977 3.35028 -7.30375
O 4.34631 -0.33951 1.39912
H -2.87265 1.62175 4.23101
C -5.38128 -2.18042 -2.14253
O -0.02355 -2.19139 -0.26820
H -0.77880 3.60849 -5.81929
C 7.24319 -3.32632 4.41751
H 5.13925 -0.44025 -5.88834
S 4.86798 1.08295 -3.24885
O 1.39272 1.38949 1.59030
C -3.04338 5.49096 3.80379
H 2.14923 -2.71228 -2.63398
H -0.40215 1.55819 4.94102
C 1.87282 4.19238 -5.40137
H 2.40388 2.25997 -7.21682
C -5.81743 -3.64796 -2.24090
C 4.55944 -4.51195 -0.04091
C 5.32240 -5.44414 0.66152
H 0.83975 -3.27290 3.59548
C -1.40517 0.23649 3.58475
H 2.57292 -3.70659 -4.84668
H 2.10986 4.54878 -6.40467
H 8.64029 -1.74136 4.07667
C -2.25887 -1.73838 2.44680
C 0.31362 0.97314 -4.02135
C 4.36676 -1.39525 2.02931
H 2.69443 -3.86136 -0.48001
O -0.48160 0.72440 -0.47468
H 7.05050 -2.40010 -0.93381
C 1.02447 3.30026 -0.49276
H 7.93539 -3.88099 5.03686
Ba 1.54800 -0.82231 0.75868
C -0.02018 1.22928 -1.66879
H -1.94014 2.13722 -0.08046
C -0.26965 1.18858 3.91971
C -5.33470 1.71974 4.25748
C 3.74132 -3.35167 2.86247
C -1.68058 6.88057 2.27151
H 2.75256 -5.06695 0.65085
H -5.77441 -0.16505 1.41150
C 6.69092 -5.28363 0.78130
C -0.68659 4.29339 1.02441
H -6.82032 1.07928 2.09562
C -3.51169 5.43883 1.36902
H -2.49715 0.64672 -0.93331
C -5.55346 -1.54102 -3.51984
H -5.74233 -4.14566 -1.27682
C 5.13560 -3.09595 3.37200
N 4.01127 1.60682 -0.76630
C -2.32455 -2.58525 0.12154
H 4.62526 -2.66990 -1.13416
H 5.65556 -4.78908 4.57792
H -4.78623 2.53339 3.78705
C 3.38115 -0.99903 -3.01373
H 1.21303 4.92194 -4.93508
C 3.95126 0.73556 -1.78553
C -3.54484 -1.25178 2.63079
H 1.39887 -1.80773 4.43209
H -5.72149 -0.85881 5.11127
C 3.03236 -2.76384 -4.58843
H 2.04767 2.98759 -0.25455
C -1.18519 3.39613 3.15258
C -3.94064 -2.10760 -1.64438
C 7.33192 -4.19701 0.20639
H 4.82754 -6.28473 1.12582
H -7.33879 -1.48532 -1.51151
C 5.20636 -3.41835 -0.61532
```

ΔE to the lowest compared entry with this formula, charge and spin   0.011 eV
Charge   -1

---

No. 2
C67H86N5 | ωB97M-V with the def2-TZVPD basis set

The geometry in XYZ format:
```
158
Properties=species:S:1:pos:R:3
H 0.65189 -0.00948 5.81496
C -1.49408 0.24256 5.42330
C 0.15789 -6.01503 0.18950
H -1.31294 -7.67406 1.80891
H 2.26704 -1.72109 0.56918
H 2.60982 0.16935 -0.74306
C -5.64250 -0.74272 1.41843
H -5.43147 -9.73600 -1.50316
N 1.93344 -8.68833 4.82437
H 1.88932 -4.74690 0.33389
H -0.51588 5.42667 4.36905
C -1.94910 4.02059 5.17000
C -1.07133 -3.62146 1.98024
H -5.95734 -6.54530 -3.25697
C -3.36161 -1.50253 2.14401
C -4.99877 -9.20919 -2.36942
C 1.13631 -0.40304 1.78207
H 3.97082 -9.27570 4.79229
C -2.46482 -8.24606 -1.33988
C 3.82101 -2.62445 -2.58120
N 1.77691 1.02823 3.47151
C -0.26062 -7.60764 2.08433
H 1.82800 -2.55036 -5.35821
N 0.42896 1.03947 3.36506
C -1.08326 -6.39796 -0.49268
C 4.27926 2.97002 0.48604
H -6.41542 1.22030 0.88452
H 3.50552 -7.56473 3.00413
C -0.01706 3.39984 3.84631
H 0.37186 -10.03921 5.21870
H -0.33741 0.32898 7.25398
H -2.05291 4.36346 0.60542
H -4.26433 1.63314 1.24061
H -4.05727 -5.23790 -1.70225
C -1.37715 1.67943 4.93369
H 1.62388 -9.85232 6.48683
C 3.43606 -2.40374 -3.90965
H 2.19027 4.74905 4.59814
H 3.21322 4.43506 3.16728
H -0.43462 -3.68262 -1.32152
H -0.16321 3.02285 -0.39415
C 3.51436 1.64684 0.55804
C 0.93191 -4.88563 -0.17734
H -6.41441 0.90052 2.63800
H 0.37022 -8.59640 6.25674
H 4.49903 -2.09454 5.05112
C -3.61146 0.80207 1.50708
H 1.60857 5.14543 1.30269
H 3.04055 -0.59743 6.53320
H -5.85696 -6.10279 -1.53498
H -6.84286 -1.53882 -0.21362
H 3.29354 -8.74049 6.36380
H -4.08813 -9.73310 -2.67167
C 0.60788 -3.91151 -1.11188
C -5.89155 -6.94503 -2.23257
H 0.14118 -3.32312 -3.67060
H 2.59125 1.83957 1.12133
C 6.33206 -0.49378 1.99572
H -0.18360 -2.09284 3.17145
C -2.00033 -1.31849 2.38086
C 0.00750 0.19142 2.34330
C 1.28085 -1.30716 0.74090
H -7.61322 0.12203 1.58852
C 0.63740 -6.85132 1.28329
C -5.80755 -1.23308 -0.02670
H 0.62585 5.91096 2.57670
H 5.18730 2.87134 -0.12066
H 2.58176 -2.99512 3.65505
C 0.79027 4.98046 2.01723
C -0.73100 2.10648 -0.18360
H 2.69231 3.07786 4.20129
H -2.56345 -9.31167 -1.53571
C -2.80136 -0.05799 6.16340
H -1.04211 -3.80256 4.66549
H -1.48197 -0.36288 4.50788
C 2.44402 -7.54472 2.76442
H -0.44389 -4.42402 2.38835
H -2.60604 4.79114 5.57816
C -0.31680 -0.20095 6.29133
H 7.39718 -0.64984 1.82876
C -2.12606 -5.51177 -0.83166
C 3.54709 -0.26812 5.62006
N 2.19390 0.07115 2.59506
H 3.65053 3.75032 0.03871
C -3.53134 -7.35351 -1.63275
C 1.01675 -9.32509 5.74313
C -2.23544 0.99722 1.55467
H -3.15897 2.39064 5.89610
C 3.73915 -1.42055 4.63222
H 6.28875 -1.65266 3.82190
C 0.15893 -8.23850 3.24012
H -1.89437 -2.29478 5.04372
C 2.46612 -2.24589 4.44689
H 4.84013 -2.42008 -2.25580
C 1.51943 -8.17246 3.63632
H 3.21539 -3.37707 -0.64085
H -0.62180 -3.28870 1.04157
C 1.17588 -3.10225 -3.38399
H 0.44444 -1.40764 0.06040
C -1.40619 -0.05127 2.06701
C -0.80311 4.37854 4.46544
H -1.36705 1.88510 -1.05221
H -3.28535 3.20592 0.07541
H -3.80907 -2.48826 2.30692
C 1.14135 3.81919 2.94164
H -3.68017 0.20408 5.56079
C -4.17849 -0.45721 1.72501
C 2.39194 4.04461 3.77913
H -2.05831 -4.05424 1.75767
H -0.90674 2.58732 1.86752
H 1.62852 -1.59180 4.18453
H -0.48978 -8.47884 -0.58369
N -4.74061 -7.81292 -2.07303
H 3.68806 -7.54539 5.09251
C 3.29937 -8.55356 5.28397
C -1.74913 -3.05747 4.27130
H 2.45967 1.83856 -1.33082
H -2.05291 -4.45214 -0.59596
C -1.28928 -7.76936 -0.79552
H 1.35308 2.96116 2.29503
H 2.94453 0.52577 5.16367
H 4.51511 0.17039 5.88692
C -3.29882 -5.96782 -1.41854
C -0.32843 2.05233 4.07181
C 3.61354 -0.12804 2.40262
C 3.13014 1.13228 -0.82445
C -2.25250 2.67591 5.36568
H -0.55985 -8.77393 3.85997
C 1.56232 -3.34769 -2.03472
C 2.00827 -6.88579 1.63248
C 2.11776 -2.67563 -4.31311
H -5.55459 -0.42524 -0.72706
H -2.71180 -3.55345 4.08564
C 2.90802 -3.13381 -1.65953
H -0.11867 4.75668 1.44163
H -3.13350 3.63376 1.80806
H 2.74177 -6.40081 0.99122
C -6.57125 0.45300 1.65172
H -0.01315 1.28889 -0.05967
H -5.15317 -2.08585 -0.23967
H 4.57570 3.30567 1.48767
C -1.59178 2.28986 1.06245
H -2.86701 -1.12630 6.40462
C 4.34816 -0.88999 3.32592
C 4.25715 0.58383 1.37673
C 5.60875 0.33483 1.14161
H -5.72443 -9.26454 -3.19266
H 2.19817 -2.76653 5.37549
H -5.94427 -1.55824 2.09063
C -1.19264 -2.47392 2.97262
H -0.38543 -1.27747 6.50008
C 5.71011 -1.06729 3.10250
H -2.83229 0.49236 7.11406
C -2.57762 3.44115 0.88129
H 6.09240 0.84371 0.30628
H -6.80170 -7.52723 -2.03471
H 4.02121 0.99108 -1.45103
H 4.16271 -2.02786 -4.62846
```

Charge   +1

---

no.,HOMO level (eV),DFT total energy (Eh),HOMO-LUMO gap (eV)
1,-4.635,-3692.61755,6.68
2,-7.977,-2878.12687,3.77